[1]
Here is one molecule with the formula C4H5NO from the Open Molecules 2025 dataset. Energies are from wB97M-V/def2-TZVPD.

Calculated values
- electronic energy (hartree) = -285.32768
- energy above the lowest of the compared OMol25 structures with the same formula, charge and spin (kJ/mol) = 228.2

Geometry (Å):
N -0.8764 0.3806 1.1890
C -0.1736 1.5302 1.0153
C -0.6687 -0.8322 0.5074
C 0.1577 -0.8683 -0.5289
C 0.8217 0.3991 -0.9686
O 0.6697 1.4851 -0.0133
H -1.4882 0.3784 1.9902
H -1.1921 -1.7002 0.8964
H 0.3625 -1.7895 -1.0657
H 0.4179 0.7599 -1.9233
H 1.9017 0.2645 -1.0955

[2]
Here is C15H14B3CsF6N6O11 as an isolated structure at a distorted geometry from the Open Molecules 2025 dataset. Energies are from wB97M-V/def2-TZVPD.

Calculated values
- total charge = -2
- electronic energy (hartree) = -2430.38140
- energy above the lowest of the compared OMol25 structures with the same formula, charge and spin (kJ/mol) = 383.0

Geometry (Å):
Cs 0.5275 -0.5209 -0.7823
C 0.8329 2.8688 0.3080
C -0.0615 2.1892 1.3003
N 0.2596 1.7424 2.4497
O 1.6479 1.8775 2.7358
B 1.8872 2.0955 4.0666
F 0.9827 2.6386 4.8796
F 3.1488 2.0803 4.4697
O 1.4939 -0.1343 4.8801
N 0.8363 -0.9318 3.9020
C -0.4256 -0.8748 3.6769
C -1.3220 -0.0120 4.4905
C -0.9328 -1.6678 2.5558
N -2.0637 -1.2149 2.1429
O -2.4804 -1.7357 0.9859
B -3.4850 -0.8402 0.2834
F -4.7582 -1.0222 0.8077
F -3.4108 -1.2278 -1.0465
O -3.1701 0.6121 0.4440
N -1.8450 0.8342 0.6503
C -1.5192 2.0159 0.9853
C -2.4303 3.1963 1.1166
C -0.1276 -2.7500 1.8986
H 1.8555 2.9184 0.6707
H 0.4610 3.8780 0.1198
H 0.8108 2.3426 -0.6499
H -0.7576 0.7447 5.0211
H -1.8357 -0.6606 5.2041
H -2.0693 0.4370 3.8428
H -3.4624 2.8542 1.1503
H -2.3212 3.8683 0.2624
H -2.1947 3.7572 2.0225
H 0.6610 -3.1119 2.5533
H 0.3272 -2.4161 0.9651
H -0.7975 -3.5711 1.6432
O 1.8683 -2.4035 -1.4165
C 2.5866 -2.1269 -2.4266
O 3.7859 -2.3308 -2.5982
C 1.8024 -1.4622 -3.5753
C 1.4274 -2.2042 -4.6552
C 0.6434 -1.6395 -5.6809
C 0.1893 -0.3426 -5.5970
C 0.5348 0.4122 -4.4939
C 1.4191 -0.0626 -3.4579
O 1.8183 0.6535 -2.5106
N -0.0057 1.7599 -4.4352
O -0.3223 2.2969 -5.4908
O -0.1422 2.2973 -3.3500
N 0.2797 -2.4306 -6.8274
O 0.6827 -3.5854 -6.8888
O -0.4099 -1.9209 -7.7033
H 1.7354 -3.2369 -4.7371
H -0.4377 0.0771 -6.3692
F 3.2240 -0.6640 3.2392
B 2.3467 -1.1154 4.1458
F 2.7117 -2.2300 4.8223

[3]
Here is FSr as an isolated structure at a distorted geometry from the Open Molecules 2025 dataset. Energies are from wB97M-V/def2-TZVPD.

Calculated values
- total charge = +1
- electronic energy (hartree) = -130.35277
- energy above the lowest of the compared OMol25 structures with the same formula, charge and spin (kJ/mol) = 13.2

Geometry (Å):
Sr -0.2721 1.0895 0.2394
F 0.2721 -1.0895 -0.2394

[4]
Here is C5H10O2 as an isolated structure from the Open Molecules 2025 dataset. Energies are from wB97M-V/def2-TZVPD.

Calculated values
- electronic energy (hartree) = -346.92697
- energy above the lowest of the compared OMol25 structures with the same formula, charge and spin (kJ/mol) = 258.5

Geometry (Å):
C 2.1370 1.0217 -0.5371
O 0.7698 0.9931 -0.1858
C 0.2594 -0.3055 -0.3229
C 0.5069 -1.1915 0.9078
O -0.7965 -0.8818 1.4215
C -1.2080 -0.4881 0.1004
C -2.2899 0.5688 0.0190
H 2.7324 0.3139 0.0611
H 2.2769 0.7699 -1.5998
H 2.5183 2.0296 -0.3587
H 0.5168 -0.7135 -1.3096
H 1.3086 -0.9002 1.5944
H 0.5948 -2.2571 0.6468
H -1.5694 -1.3889 -0.4227
H -1.9176 1.5930 -0.0803
H -2.9187 0.3349 -0.8463
H -2.9208 0.5014 0.9122

[5]
Here is C24H48BN4O7P2RuS2 as an isolated structure at a distorted geometry from the Open Molecules 2025 dataset. Energies are from wB97M-V/def2-TZVPD.

Calculated values
- total charge = +2
- electronic energy (hartree) = -3287.57068
- ⟨S²⟩ = 1.09
- multiplicity = 2

Geometry (Å):
Ru 0.3637 -0.1312 0.9594
C 3.5960 -0.4385 3.0722
C 3.2615 1.0437 3.0685
C 4.4721 1.9276 3.3067
O 2.5871 1.3853 1.8240
P 3.0823 1.1344 0.3404
O 2.3081 0.0514 -0.3268
C 2.7898 2.7426 -0.4725
P 0.9732 2.8135 -0.7756
O 0.2039 2.1110 0.2843
O 0.6667 2.1150 -2.1422
C 0.8514 2.5997 -3.4979
C 2.1492 3.3669 -3.6708
C -0.3421 3.4471 -3.9108
O 0.4932 4.3036 -0.9657
C 0.5587 5.3763 -0.0028
C 0.5726 4.8711 1.4294
C 1.7467 6.2670 -0.3339
O 4.6350 0.8810 0.3808
C 5.2963 0.2169 -0.7339
C 6.7652 0.5995 -0.6971
C 5.0917 -1.2832 -0.6183
H 3.7267 -0.7969 4.0884
H 4.5118 -0.6182 2.5168
H 2.7755 -0.9844 2.5995
H 2.4893 1.2622 3.8161
H 5.2115 1.7845 2.5243
H 4.9133 1.6694 4.2654
H 4.1859 2.9746 3.3416
H 3.3335 2.7614 -1.4138
H 3.1508 3.5553 0.1533
H 0.8766 1.6769 -4.0885
H 2.1692 4.2154 -2.9895
H 2.2077 3.7396 -4.6907
H 3.0135 2.7294 -3.4964
H -0.4017 4.3354 -3.2882
H -1.2632 2.8810 -3.8153
H -0.2338 3.7499 -4.9489
H -0.3648 5.9391 -0.1809
H 1.4581 4.2688 1.6261
H -0.3028 4.2546 1.6246
H 0.5640 5.7172 2.1123
H 2.6904 5.7655 -0.1337
H 1.6981 7.1747 0.2600
H 1.7162 6.5464 -1.3839
H 4.8304 0.5783 -1.6565
H 7.2234 0.2395 0.2196
H 6.9035 1.6754 -0.7571
H 7.2659 0.1350 -1.5411
H 5.5754 -1.6597 0.2790
H 5.5238 -1.7788 -1.4823
H 4.0283 -1.5032 -0.5743
C 0.5913 -3.0889 3.1521
N -0.7654 -2.6503 2.9916
C -1.8626 -3.4285 2.7974
C -2.9383 -2.5914 2.7219
N -2.5073 -1.3123 2.8653
B -3.4279 -0.0772 2.9985
N -2.9673 1.1053 2.1049
C -3.3382 2.3818 2.3894
C -3.1970 3.1420 1.2640
N -2.7375 2.3209 0.2839
C -2.5937 2.6373 -1.1087
C -2.5704 1.0899 0.8196
S -1.9656 -0.2401 -0.0700
C -1.1761 -1.3554 3.0175
S -0.1124 -0.0373 3.3389
H 0.6262 -4.1747 3.1391
H 0.9799 -2.7321 4.1054
H 1.2117 -2.6888 2.3418
H -1.8032 -4.4968 2.7423
H -3.9759 -2.8249 2.5925
H -3.4113 0.2902 4.1225
H -4.5145 -0.3888 2.6370
H -3.7104 2.6518 3.3559
H -3.4063 4.1788 1.0929
H -2.4058 3.7020 -1.2337
H -3.5131 2.3639 -1.6346
H -1.7586 2.0714 -1.5208
C 1.2286 -4.1721 -1.2039
C 0.1497 -3.3091 -0.6368
C -1.2547 -3.7512 -0.8936
O 0.4231 -2.3245 0.0368
H 1.0818 -5.2057 -0.8984
H 2.2086 -3.8265 -0.8846
H 1.1798 -4.1486 -2.2917
H -1.4495 -4.6515 -0.3114
H -1.3944 -4.0108 -1.9393
H -1.9725 -2.9860 -0.6067